Molecular formula: C41H64N7O15
Method: DFT, ωB97M-V/def2-TZVPD

E_HOMO: -11.19 eV
Total charge: +1
Calculated total energy: -84693.013 eV
LUMO energy: -1.8 eV
Orbital gap: 9.353 eV

Structure (XYZ):
```
127
Properties=species:S:1:pos:R:3:forces:R:3:mulliken_charge:R:1
C 2.7481 1.0259 0.8678 -0.158 -0.182 0.015 -0.808
C 1.7373 1.0810 0.0124 0.342 0.346 -0.381 -0.827
C 1.8625 1.8379 -1.3076 -0.786 0.494 0.749 -0.417
N 3.1605 1.6382 -1.9559 -1.257 -0.120 0.567 0.851
C 3.5893 0.4491 -2.3275 1.133 -0.695 -0.528 0.486
C 2.8932 -0.8539 -2.1874 -0.123 -0.524 -0.458 -1.265
C 1.9039 -1.0659 -3.3431 1.213 0.467 1.800 0.745
C 0.6369 -1.4965 -3.0809 -0.651 -0.154 0.316 -0.020
C -0.2310 -1.6739 -4.1331 -0.719 -0.169 0.628 -1.066
C 0.1757 -1.4083 -5.4131 -0.792 -0.116 -1.980 0.964
C -0.7586 -1.5349 -6.6072 0.475 0.475 0.693 -1.241
C 1.4620 -0.9937 -5.6695 0.448 0.167 0.130 -1.022
C 2.3255 -0.8239 -4.6174 0.749 0.310 -0.813 -0.727
N 4.7791 0.5289 -2.9308 -0.506 0.448 0.524 -0.803
C 5.0735 1.8378 -2.8905 1.036 0.220 -0.551 0.465
N 6.2424 2.2674 -3.3874 0.066 0.350 0.167 -0.063
C 6.8142 3.6042 -3.4137 0.095 0.892 -0.424 -1.210
C 6.2364 4.5365 -4.5298 0.940 -0.983 -0.044 0.358
C 7.3557 4.9546 -5.5105 -0.606 -0.108 0.288 -1.498
N 4.1038 2.5750 -2.3176 0.362 -0.488 0.162 0.047
C 3.8655 3.9777 -2.0562 -1.396 1.026 0.214 -1.432
C 2.7724 4.5937 -2.9722 0.393 -0.776 -0.365 -0.011
C 2.8312 4.1406 -4.4485 -1.072 0.845 -0.101 -0.169
C 1.4142 3.8205 -4.9839 0.692 -0.320 0.111 -0.966
N 0.4244 4.8136 -4.5431 -0.435 -0.673 -0.330 -0.309
C -0.5893 4.2451 -3.7216 -0.867 0.018 0.750 0.260
N -0.9306 4.8342 -2.6501 0.582 -0.119 -0.261 -0.639
N -1.2129 2.9881 -4.1463 0.780 0.429 0.020 -0.504
H 2.8161 0.2186 1.5864 -0.348 0.556 0.594 0.300
H 3.5472 1.7619 0.8292 0.382 -0.494 -0.358 0.265
H 0.7799 0.6066 0.1913 0.269 -0.563 -0.145 0.517
H 1.1000 1.4817 -2.0046 0.066 0.018 -0.024 0.046
H 1.6422 2.8876 -1.1115 0.314 0.072 -0.357 0.742
H 3.6688 -1.6170 -2.2840 0.106 0.139 0.100 0.464
H 2.4328 -1.0019 -1.2132 -0.148 0.242 -0.049 0.100
H 0.3132 -1.6893 -2.0649 0.033 0.028 0.054 0.600
H -1.2364 -2.0110 -3.9247 -0.061 -0.053 -0.199 0.509
H -1.3370 -2.4401 -6.5126 -0.260 -0.028 -0.215 0.211
H -1.4026 -0.6515 -6.6132 -0.186 -0.186 -0.148 0.290
H -0.1615 -1.5269 -7.5181 -0.189 -0.120 -0.080 0.338
H 1.8088 -0.7876 -6.6733 -0.150 -0.071 -0.087 0.403
H 3.3429 -0.5059 -4.8099 0.047 0.003 0.065 0.533
H 6.8059 1.5388 -3.7928 -0.168 -0.161 0.082 0.279
H 7.8680 3.4908 -3.6608 0.013 -0.325 0.213 0.638
H 6.8131 4.0868 -2.4346 -0.216 -0.226 0.083 0.245
H 5.5720 3.8964 -5.1074 -0.447 0.321 0.126 0.062
H 5.7255 5.3958 -4.0990 -0.192 -0.034 -0.200 0.306
H 6.9038 5.1884 -6.4741 0.188 0.392 0.038 0.396
H 8.0208 4.1076 -5.6880 0.066 0.069 0.030 0.409
H 7.9282 5.7918 -5.1142 0.083 0.015 -0.227 0.349
H 3.4460 4.0420 -1.0481 0.380 -0.079 0.129 0.439
H 4.7553 4.5943 -2.0378 0.368 -0.528 -0.262 0.616
H 2.8361 5.6789 -2.9169 0.001 -0.035 0.135 0.563
H 1.7947 4.3289 -2.5698 0.037 0.115 0.046 -0.155
H 3.4309 3.2457 -4.6154 0.241 0.176 -0.012 0.014
H 3.1859 4.9887 -5.0358 0.466 -0.289 -0.093 0.424
H 1.4408 3.7673 -6.0737 0.026 -0.010 0.037 0.511
H 1.1751 2.8067 -4.6436 -0.368 0.135 -0.007 0.274
H -0.0489 5.1900 -5.3591 0.148 0.223 0.062 0.397
H -1.6683 4.2994 -2.1953 -0.120 0.148 0.001 0.277
H -1.2090 2.3822 -3.3340 -0.270 -0.188 -0.131 0.167
H -2.1785 3.1695 -4.3970 0.010 -0.063 -0.070 0.278
C -1.9872 -8.4887 -6.3089 0.059 0.009 0.352 -1.443
C -2.2274 -7.0431 -6.6678 0.092 -0.627 0.038 0.501
C -1.0760 -6.3701 -7.3713 -0.007 0.068 -0.304 -0.503
O -1.2676 -4.9956 -7.0042 0.006 -0.032 0.173 -0.260
C -1.8834 -4.9923 -5.7973 -0.114 -0.073 0.172 0.587
O -1.9969 -4.0331 -5.0989 -0.054 -0.175 -0.037 -0.490
O -2.3493 -6.2234 -5.4886 0.101 0.273 -0.171 -0.367
H -2.0196 -9.1164 -7.1990 -0.032 0.040 -0.020 0.385
H -1.0158 -8.6159 -5.8282 0.018 0.046 -0.044 0.345
H -2.7404 -8.8383 -5.6037 -0.090 -0.007 -0.119 0.356
H -3.1551 -6.9463 -7.2380 0.025 0.113 -0.006 0.263
H -1.1016 -6.4911 -8.4514 -0.037 0.224 -0.004 0.294
H -0.1016 -6.6908 -6.9959 -0.063 -0.102 0.060 0.301
C -0.3582 -5.3510 2.0329 0.153 0.033 0.325 -1.494
C -0.5349 -3.9298 1.5591 0.036 -0.651 0.094 0.452
C 0.4697 -3.4810 0.5273 -0.089 0.042 -0.289 -0.631
O 0.5103 -2.0600 0.7523 0.081 -0.095 0.014 -0.042
C 0.2120 -1.8632 2.0645 -0.102 -0.064 0.255 0.494
O 0.3713 -0.8335 2.6393 0.061 0.117 -0.203 -0.444
O -0.2813 -2.9877 2.6213 0.091 0.272 -0.272 -0.356
H -0.6705 -6.0548 1.2619 -0.038 0.045 -0.017 0.385
H 0.6839 -5.5518 2.2869 0.010 0.041 -0.048 0.359
H -0.9460 -5.5301 2.9324 -0.119 -0.006 -0.093 0.381
H -1.5601 -3.7736 1.2129 0.035 0.113 -0.022 0.262
H 0.1669 -3.7057 -0.4934 -0.022 0.215 -0.022 0.396
H 1.4704 -3.8829 0.7021 -0.058 -0.085 0.099 0.306
C 0.0611 -0.6251 5.8046 0.262 -0.134 0.176 -1.550
C -0.3349 0.3410 6.8921 0.122 -0.386 -0.433 0.806
C -0.1616 1.7977 6.5433 -0.228 0.221 -0.078 -0.336
O 0.0322 2.3929 7.8327 0.055 -0.098 -0.020 -0.363
C 0.6066 1.4452 8.6237 0.053 -0.125 0.127 0.615
O 1.1015 1.6607 9.6799 -0.025 0.040 0.012 -0.530
O 0.5334 0.2240 8.0359 -0.102 0.358 0.055 -0.419
H -0.6679 -0.6212 4.9970 -0.016 0.033 0.024 0.397
H 1.0373 -0.3723 5.3889 -0.035 0.079 -0.013 0.324
H 0.1379 -1.6361 6.2057 -0.147 0.000 0.002 0.390
H -1.3566 0.1308 7.2230 -0.002 0.106 0.049 0.151
H -1.0313 2.2207 6.0466 -0.030 0.085 0.169 0.188
H 0.7291 1.9949 5.9408 0.017 -0.193 -0.029 0.308
C -5.7371 4.4747 7.8593 -0.299 -0.201 -0.038 -1.479
C -4.6172 3.5148 7.5426 -0.375 0.501 0.143 0.503
C -4.0139 3.6828 6.1696 0.278 0.118 -0.014 -0.494
O -3.5268 2.3597 5.8973 -0.137 0.061 0.028 -0.324
C -4.3245 1.4994 6.5783 -0.068 -0.112 0.036 0.613
O -4.3358 0.3231 6.3991 0.037 -0.089 0.071 -0.500
O -5.0954 2.1559 7.4726 0.283 -0.088 -0.234 -0.330
H -5.3467 5.4773 8.0318 0.050 -0.029 0.018 0.385
H -6.4586 4.5175 7.0417 0.053 -0.008 -0.034 0.351
H -6.2796 4.1505 8.7467 0.117 0.055 0.076 0.368
H -3.8519 3.5584 8.3223 0.063 -0.079 -0.071 0.292
H -3.2045 4.4090 6.1443 0.133 -0.177 -0.033 0.314
H -4.7510 3.9389 5.4052 -0.095 0.024 0.110 0.299
C -6.9060 -2.1723 8.6072 -0.285 -0.178 0.012 -1.395
C -5.7615 -3.0986 8.2772 -0.430 0.402 0.106 0.562
C -5.1552 -2.8825 6.9148 0.382 0.134 -0.046 -0.255
O -4.6324 -4.1841 6.6121 -0.181 -0.042 0.068 -0.320
C -5.4122 -5.0857 7.2644 -0.058 -0.092 0.045 0.608
O -5.4015 -6.2557 7.0645 0.035 -0.014 -0.005 -0.538
O -6.2075 -4.4632 8.1733 0.282 -0.044 -0.200 -0.375
H -6.5397 -1.1648 8.8040 0.054 -0.024 -0.013 0.333
H -7.6218 -2.1283 7.7848 0.059 -0.006 -0.040 0.351
H -7.4474 -2.5295 9.4831 0.109 0.045 0.070 0.370
H -5.0028 -3.0535 9.0638 0.062 -0.061 -0.066 0.253
H -4.3675 -2.1345 6.9110 0.093 -0.128 -0.084 0.126
H -5.8963 -2.6262 6.1540 -0.090 0.050 0.112 0.285
```
Forces are in eV/Å.